(1)
Entry from the Open Molecules 2025 dataset: C2H3BrN2S as an isolated structure at a distorted geometry (ωB97M-V/def2-TZVPD).

Values from the calculation:
total energy = -3159.65117 a.u.
orbital gap = 9.19 eV
relative energy (zero: lowest compared OMol25 entry of this formula, charge and spin) = 34.62 kcal/mol

CARTESIAN COORDINATES (ANGSTROEM)
C: 1.140 0.182 0.166
C: -0.472 -0.629 0.308
N: 1.018 1.439 0.072
N: -1.272 0.364 -0.271
S: -0.520 1.937 -0.104
Br: 2.577 -0.927 -0.108
H: -0.435 -1.582 -0.182
H: -0.688 -0.783 1.338
H: -1.350 -0.001 -1.219

***

(2)
Entry from the Open Molecules 2025 dataset: a 2-piece molecular cluster, C2H3BrNO overall at a distorted geometry (ωB97M-V/def2-TZVPD).

Values from the calculation:
charge = -1
total energy = -2781.89163 a.u.
orbital gap = 7.21 eV
relative energy (zero: lowest compared OMol25 entry of this formula, charge and spin) = 68.45 kcal/mol

CARTESIAN COORDINATES (ANGSTROEM)
C: 1.094 0.700 -0.010
C: -0.302 -0.116 -0.180
N: 0.781 -0.723 -0.075
O: 1.403 -1.821 0.034
Br: -3.753 0.207 -0.122
H: 1.798 0.941 -0.676
H: 1.327 1.051 0.936
H: -2.349 -0.239 0.094

***

Number 1: HOMO level -0.31578 hartree. Number 2: HOMO level -0.13131 hartree.